Here is a 6-piece molecular cluster, C20H50FO17P3 overall from OMol25. Energies are from ωB97M-V/def2-TZVPD.

ORCA input file:
```
! RIJCOSX wB97M-V def2-TZVPD def2/J DEFGRID3
* xyz 0 1
C -2.038 0.511 1.299
O -1.327 1.684 1.664
C -0.212 1.927 0.809
C -0.475 3.104 -0.166
C -0.676 2.692 -1.659
C -1.484 3.856 -2.328
C -3.007 3.582 -2.321
C -3.775 4.947 -2.370
P -5.369 5.021 -1.489
C -5.209 5.134 0.355
C -3.911 4.597 0.919
O -3.027 5.286 1.312
F -3.817 3.257 0.996
P -6.784 3.471 -2.087
P -5.918 1.479 -1.879
O -4.964 1.165 -2.924
O -7.188 0.462 -2.072
O -5.332 1.153 -0.408
C -6.209 6.643 -2.003
O -7.435 6.595 -2.136
O -5.478 7.583 -2.147
H -3.001 0.486 1.817
H -2.194 0.502 0.212
H -1.468 -0.375 1.610
H 0.031 1.011 0.243
H 0.620 2.220 1.461
H 0.326 3.851 -0.136
H -1.384 3.609 0.183
H -1.194 1.733 -1.737
H 0.311 2.694 -2.132
H -1.200 4.775 -1.804
H -1.119 3.927 -3.360
H -3.217 3.078 -3.268
H -3.322 2.908 -1.519
H -3.110 5.715 -1.956
H -3.938 5.226 -3.416
H -6.072 4.638 0.807
H -5.231 6.202 0.591
H -7.801 3.560 -1.097
H -7.985 0.950 -1.817
H -5.961 1.454 0.262
C 0.701 -2.046 -0.697
C 2.067 -2.057 -1.347
O 3.074 -2.267 -0.354
O 0.649 -1.024 0.291
H -0.084 -1.854 -1.430
H 0.505 -3.006 -0.205
H 2.274 -1.090 -1.804
H 2.141 -2.838 -2.111
H 2.996 -3.178 -0.049
H 1.522 -1.008 0.705
C 3.500 -4.339 2.359
C 3.195 -4.450 3.836
O 2.644 -5.742 4.115
O 2.308 -4.561 1.604
H 3.893 -3.354 2.106
H 4.226 -5.099 2.059
H 2.440 -3.717 4.124
H 4.092 -4.299 4.443
H 3.348 -6.390 4.009
H 1.813 -5.241 2.080
C 5.937 -4.450 -2.337
C 6.351 -4.633 -0.892
O 5.185 -4.733 -0.067
O 5.136 -3.280 -2.475
H 6.807 -4.344 -2.986
H 5.343 -5.311 -2.673
H 6.910 -3.764 -0.548
H 6.965 -5.529 -0.760
H 4.766 -5.579 -0.260
H 4.587 -3.221 -1.678
C -0.764 -3.565 7.077
C -0.395 -2.279 6.364
O -0.140 -2.545 4.984
O 0.279 -4.522 6.945
H -0.933 -3.388 8.139
H -1.673 -3.996 6.635
H 0.524 -1.866 6.779
H -1.193 -1.535 6.450
H -0.980 -2.767 4.569
H 0.638 -4.411 6.056
C 3.106 1.089 -3.929
C 4.469 1.083 -4.589
O 5.480 0.863 -3.603
O 3.056 2.097 -2.926
H 2.318 1.284 -4.657
H 2.918 0.123 -3.446
H 4.676 2.053 -5.041
H 4.535 0.307 -5.358
H 5.400 -0.049 -3.300
H 3.931 2.111 -2.518
*
```

Output
HOMO level ... -0.329 hartree
Gap between HOMO and LUMO ... 8.614 eV
LUMO energy ... -0.35 eV

Here is C14H23Cl2IrN2S4 as an isolated structure from OMol25. Energies are from ωB97M-V/def2-TZVPD.

ORCA input file:
```
! RIJCOSX wB97M-V def2-TZVPD def2/J DEFGRID3
* xyz 2 1
Ir -0.056 0.054 0.983
C -2.649 2.110 1.261
C -1.934 2.153 2.598
S -0.148 1.818 2.551
C 0.571 3.211 1.623
C 0.341 3.190 0.124
S 0.756 1.560 -0.589
C -0.492 1.400 -1.895
C -1.936 1.398 -1.405
S -2.177 0.645 0.252
H -2.467 3.011 0.684
H -3.724 2.040 1.426
H -2.319 1.396 3.284
H -2.082 3.119 3.082
H 1.636 3.159 1.857
H 0.194 4.133 2.067
H 0.994 3.920 -0.354
H -0.683 3.441 -0.137
H -0.237 0.455 -2.373
H -0.327 2.201 -2.617
H -2.553 0.820 -2.091
H -2.355 2.401 -1.351
N 1.802 -0.668 1.703
C 1.599 -1.979 2.382
C 0.366 -1.860 3.245
N -0.745 -1.437 2.346
H 2.462 -0.788 0.937
H 2.218 -0.019 2.366
H 2.476 -2.253 2.967
H 1.448 -2.726 1.603
H 0.496 -1.096 4.012
H 0.129 -2.804 3.735
H -1.576 -1.212 2.887
H -0.999 -2.231 1.750
Cl 2.918 -0.995 -1.268
C 1.817 -1.771 -2.381
C 2.380 -2.117 -3.600
C 1.609 -2.749 -4.556
C 0.281 -3.026 -4.287
C -0.270 -2.664 -3.070
Cl -1.941 -3.043 -2.824
C 0.483 -2.024 -2.063
S -0.426 -1.728 -0.563
H 3.421 -1.894 -3.781
H 2.043 -3.028 -5.505
H -0.345 -3.522 -5.015
*
```

Output
HOMO level ... -0.503 hartree
Gap between HOMO and LUMO ... 7.752 eV
LUMO energy ... -5.93 eV

Here is C4H5MgO3 as an isolated structure from OMol25. Energies are from ωB97M-V/def2-TZVPD.

ORCA input file:
```
! RIJCOSX wB97M-V def2-TZVPD def2/J DEFGRID3
* xyz 0 2
O -1.914 1.064 -0.011
C -2.401 -0.111 0.237
C -1.624 -1.251 0.057
O -0.406 -1.103 -0.440
C 1.654 -1.485 0.420
C 2.345 -0.273 0.259
O 1.732 0.824 -0.163
Mg -0.079 0.900 -0.738
H -3.448 -0.203 0.553
H -2.007 -2.263 0.221
H 1.780 -2.224 -0.378
H 1.396 -1.767 1.449
H 3.431 -0.304 0.084
*
```

Output
HOMO level (spin up / spin down) ... -0.232 / -0.220 hartree
Gap between HOMO and LUMO (spin up / spin down) ... 5.439 / 4.999 eV
LUMO energy (spin up / spin down) ... -0.88 / -0.98 eV
Expectation value of S² ... 0.7644

| no. | total energy (Eh) | largest force on an atom (eV Å⁻¹) |
| --- | --- | --- |
| 1 | -3195.01505 | 3.1 |
| 2 | -3273.82610 | 0.4 |
| 3 | -581.13158 | 4.1 |